Record 1
Molecular formula: C12H48O12
Method: DFT, ωB97M-V with the def2-TZVPD basis set

As for the net charge: 0. As for the total energy: -37773.806 eV. For the energy above the lowest of the compared OMol25 structures with the same formula, charge and spin, the calculation gives 1804.8 kJ/mol. Its highest occupied orbital energy is -8.96 eV. The calculation puts the HOMO-LUMO gap at 9.35 eV.

The geometry in XYZ format:
```
72
Properties=species:S:1:pos:R:3:forces:R:3
H -1.78502 -1.32846 -1.61888 -0.8 -1.4 -0.8
H 1.11498 -1.00737 -3.31937 1.0 -0.5 -0.2
H 1.66067 0.91253 -0.97338 0.8 -0.7 0.0
O -2.90456 -0.94213 -0.02146 -2.2 2.8 0.8
H 1.86148 1.46034 3.67711 0.3 -0.3 0.7
C -0.74745 2.85008 2.64851 -2.1 0.6 1.6
H -0.05445 3.21249 3.40779 0.0 0.5 -0.1
H 2.94980 2.14906 0.31034 0.0 0.8 -0.2
H 0.44256 -0.32235 -1.57848 -0.3 0.3 0.9
C 1.97956 0.49927 3.17661 2.4 0.3 0.4
O -3.13647 -2.81885 -1.01357 0.6 -3.0 -3.1
C 2.24355 -3.25118 -0.26348 -0.9 1.4 0.2
H -4.81988 -1.16771 -0.24238 -0.6 0.3 -0.2
H -2.32428 -0.21653 0.22017 -0.2 0.4 -0.4
H 1.06208 -2.63009 -2.30560 0.8 1.1 0.4
H 1.11296 3.25528 2.13125 0.6 0.1 -0.7
H -0.37401 2.72237 -1.65610 0.2 0.6 0.0
O 1.88047 3.39726 1.57234 0.7 -0.5 -0.9
H 2.34040 -0.36478 3.73457 0.4 0.6 0.8
C -4.14038 -0.31572 -0.26457 -1.9 -1.0 -0.7
H -0.23790 -1.53172 -2.54003 -0.1 -0.9 -1.0
H -2.66018 -0.86233 1.85986 0.1 0.5 0.5
O 1.84370 -1.96126 0.23699 3.9 -1.4 -5.8
H 1.37298 -3.86939 -0.48263 -0.3 -0.3 0.4
O 0.17293 0.12432 0.47722 2.9 0.0 -4.3
C 0.41230 -2.94819 2.52302 -0.3 -0.5 0.2
H 2.85298 2.05282 -2.71148 0.0 0.2 0.0
H -1.25947 3.60228 2.04840 -0.3 0.8 1.0
O 3.24744 1.69102 -1.91455 1.1 2.0 -1.5
H -0.64725 3.86955 -4.27522 0.4 -0.2 0.1
H 0.43847 0.84563 2.21167 -1.1 1.4 -0.8
O 0.33139 -2.76963 -4.11146 -0.8 -0.2 -1.4
H -2.57340 -2.15568 -2.95380 -0.3 -0.1 -0.1
H -1.19573 -0.45463 -0.98307 1.1 0.6 0.5
O 0.80019 0.07547 2.65621 0.6 5.9 4.7
H -1.43996 2.18673 3.16668 -0.6 0.9 0.7
C 0.63706 -1.94649 -3.04054 -0.5 0.2 0.8
C -2.16661 -2.29361 -1.95200 -1.0 -1.1 0.6
H 2.64437 -3.11352 -1.26772 0.9 0.0 0.3
H 2.68996 0.66128 2.36594 0.3 0.1 0.0
H -0.90501 1.63271 1.29351 -0.9 0.2 -0.6
H 1.42926 -1.95346 1.10289 0.8 -0.8 0.0
H -4.59065 0.41133 0.41127 0.9 0.1 0.7
C 2.54297 0.57506 -1.51721 0.2 -0.1 -0.1
H 1.37826 -3.29327 2.89172 0.1 -0.3 -0.1
C -0.25581 3.90297 -3.25848 -1.1 0.0 1.7
H -0.54542 1.07742 -1.31119 0.4 0.1 0.8
O -1.78399 0.77770 0.88123 -7.5 2.4 2.5
H -2.56753 0.72492 2.80632 -0.6 -0.2 -0.4
O 0.59552 -1.70441 1.88164 -4.7 -7.9 1.7
H -1.31183 -2.95922 -2.07214 -0.3 -0.3 0.3
H -1.15214 -0.17504 2.58041 -0.5 -0.5 -0.1
O -0.56577 2.65945 -2.59463 0.5 -0.4 -0.9
C -0.27167 0.11431 -0.88042 0.8 -1.3 -2.6
H 0.78431 4.21016 -3.14947 0.1 -0.3 -0.4
H -0.98032 0.46208 0.46160 0.8 -0.8 1.4
O -0.16739 2.05008 1.74445 2.8 0.9 0.1
H 1.47755 1.43151 0.76068 0.4 1.1 0.1
H -3.30768 -2.12081 -0.37715 0.6 -1.1 -0.3
H 2.20622 0.02993 -2.39900 0.3 -0.4 0.3
C 1.90789 2.40066 0.50836 1.0 0.2 1.4
H 3.31555 0.06720 -0.93989 -0.9 -0.8 0.3
H 2.89344 -3.74633 0.45802 0.3 -0.2 -0.4
H -0.24805 -2.84601 3.38419 -0.1 0.0 0.0
H 0.31378 -0.76346 0.81427 -0.1 -1.2 -0.4
H 1.15446 -3.08434 -4.49239 0.0 0.0 0.0
H -4.25277 0.11971 -1.25749 0.5 0.0 -0.2
C -2.10217 0.04446 2.09322 1.2 0.7 1.3
H 1.41679 2.73013 -0.40727 0.1 0.5 0.0
H -0.02080 -3.67161 1.83224 0.1 0.0 0.0
H 0.84021 -1.00675 2.49401 0.0 0.0 1.0
H -0.85251 4.60674 -2.67816 0.1 0.7 -0.5
```
Positions in Å, forces in eV/Å.

Here are the Mulliken charges for atoms 1 to 6, given in e:
1. H 0.35
2. H 0.62
3. H -0.59
4. O -1.01
5. H 0.28
6. C -1.16

=====

Record 2
Molecular formula: C12H48O18
Method: DFT, ωB97M-V with the def2-TZVPD basis set

As for the net charge: 0. As for the total energy: -50072.337 eV. For the energy above the lowest of the compared OMol25 structures with the same formula, charge and spin, the calculation gives 273.0 kJ/mol. As for the SMILES: OCCO.OCCO.OCCO.OCCO.OCCO.OCCO.O.O.O.O.O.O. Its highest occupied orbital energy is -10.00 eV. The calculation puts the HOMO-LUMO gap at 10.20 eV.

The geometry in XYZ format:
```
78
Properties=species:S:1:pos:R:3:forces:R:3
O 1.24129 0.98308 1.93582 -0.2 0.3 2.0
O -1.31465 2.52788 1.52100 -1.4 -0.6 -1.6
H -2.16631 -2.01898 -2.01410 0.0 0.7 -2.0
O -4.33236 -1.49701 -0.18726 1.8 -0.4 -1.8
O 0.03967 -0.53911 -0.29228 -0.7 0.0 1.2
O -1.26364 2.26886 -3.15468 0.8 1.1 -1.1
H -4.22935 -0.51217 2.98274 0.5 1.1 -1.0
H -1.44603 0.79940 -1.87132 0.0 -0.8 0.3
H -3.91840 2.08544 2.39154 -0.3 0.4 0.0
O -2.66482 -1.09143 -3.37841 0.3 -0.8 -0.2
H -3.59730 -1.33923 -3.32116 0.1 0.3 -0.1
O 1.39434 -2.26673 1.55966 1.8 -1.1 0.7
H -0.35293 2.41867 -3.47244 -0.8 0.3 0.3
H -1.27825 -3.10511 -1.24454 -1.1 1.3 -0.4
H 0.89100 0.30144 1.36060 -0.1 -0.2 -0.5
H -2.62458 0.57122 -4.67657 0.8 -0.5 -0.5
H 0.76304 -1.69103 -3.17234 0.2 1.8 -0.8
O -4.14348 0.03984 2.16331 1.3 0.7 0.9
H 3.81231 1.61506 -3.07152 -0.5 -0.8 -0.6
H -2.77018 -2.23204 3.07326 -1.1 -0.7 0.2
O 3.61839 3.50809 -0.75521 0.2 -2.3 -2.6
H 0.89643 2.43231 4.19184 -0.4 2.0 -0.3
C -2.52614 0.28642 -3.63175 -2.4 1.5 0.1
C -1.80246 -2.30965 2.63227 0.7 0.8 0.6
H 0.37910 2.23340 0.04915 0.3 -0.2 0.0
H -1.62469 -4.34270 3.12549 0.4 0.5 -1.1
H -0.32071 0.64070 3.38473 1.5 -0.2 -0.2
H -3.35169 -1.46343 -0.37287 -1.7 -0.5 0.1
C -1.46569 -3.70013 2.19611 -2.3 -0.6 1.0
C -1.35105 0.89282 -2.94491 -0.6 0.1 1.0
O 0.77244 -2.50228 -2.71501 -0.1 -1.2 0.8
H 0.37857 3.95586 -1.48744 0.4 -0.1 -0.4
H -1.86862 -1.50322 1.87710 0.9 -0.5 0.0
C 3.34387 -0.49453 -2.48387 -3.4 0.4 -1.5
C 4.23628 0.64436 -2.74721 0.2 -0.7 -1.4
H 3.69527 4.22672 -0.18105 0.1 1.7 1.4
H 5.92169 0.65447 -3.72887 -1.4 -1.3 0.0
H 2.93889 -0.75180 -3.53323 0.5 -0.2 1.5
H -0.81475 -2.75002 4.22360 0.0 -0.6 0.7
H -2.61999 1.25439 3.21556 -0.5 -0.6 0.4
H 1.60205 -3.11864 -1.13481 -2.4 0.8 -0.9
H 4.69514 0.89969 -1.87986 1.8 0.8 3.0
H -3.42841 0.78668 -3.24539 0.2 0.0 0.3
H 0.81310 -2.47844 2.27725 -0.6 0.3 0.6
O 1.15598 1.08136 5.69607 -1.4 -1.2 -1.4
C 1.39605 1.52698 4.31084 1.5 -1.0 2.1
H 2.48070 1.61496 4.28613 0.0 0.3 -0.9
H 2.42565 -3.12169 0.20466 -0.5 -0.2 -1.4
C 1.28792 3.63334 -0.95213 -1.3 -0.5 -0.3
C 0.83076 0.58906 3.27555 -1.8 1.0 -0.6
H 1.09554 -0.40744 3.45334 0.5 -1.5 0.4
H 1.31592 4.25844 -0.10118 0.1 0.8 1.3
O 5.13213 0.04031 -3.62902 2.9 1.8 -1.4
O 1.14180 2.26943 -0.55294 -0.1 0.7 -0.4
H 0.75905 -0.59813 -0.92369 0.6 0.2 -0.8
O 2.20360 0.10513 -1.78480 0.0 -2.4 -0.5
H 3.75895 -1.43596 -2.03885 -0.3 1.2 0.0
H 0.98113 -1.69831 0.93992 -1.2 1.1 -0.9
H -0.69929 -1.10611 -0.55474 0.2 -0.1 -0.2
H -1.87437 0.51844 0.75304 0.8 0.3 1.2
H 2.49038 3.23009 -2.61362 1.1 -0.5 0.5
H -0.46340 0.44728 -3.27564 1.5 -1.0 -0.3
O -2.44966 -4.07394 1.27354 0.1 -0.7 -1.2
H 0.06035 -2.99486 -3.10391 -0.5 -0.5 -0.5
C -2.24444 1.46143 1.20527 -0.6 0.3 -1.7
H -2.18094 -3.73908 0.39730 -0.6 -0.1 0.6
H -0.47338 -3.84897 1.83450 0.8 0.0 -0.3
H 2.70637 4.86124 -2.04771 -0.3 -0.5 0.3
H 1.61597 1.54583 6.38810 0.5 0.6 -0.4
C -3.25619 1.24314 2.32335 -0.2 -1.0 0.3
H 2.41722 0.96111 -1.43849 0.1 0.7 0.6
H -4.34113 -0.99153 0.59913 -0.6 1.1 1.7
H -2.71712 1.84501 0.28999 -0.3 0.3 0.4
C 2.57941 3.81175 -1.68723 -0.5 1.3 0.1
O -0.87347 -1.99435 3.65779 0.7 1.5 -0.4
H -0.82351 2.39214 2.30869 0.8 -0.7 1.1
O 2.41870 -3.31191 -0.77117 3.3 -0.7 2.3
O -2.01305 -2.43328 -1.18504 1.9 -2.1 2.2
```
Positions in Å, forces in eV/Å.

Here are the Mulliken charges for atoms 1 to 6, given in e:
1. O -0.44
2. O -0.60
3. H 0.29
4. O -0.69
5. O 2.54
6. O -0.67

=====

Record 3
Molecular formula: C12H5ClN5O11SeZr
Method: DFT, ωB97M-V with the def2-TZVPD basis set

As for the net charge: +1. As for the total energy: -121629.663 eV. Its highest occupied orbital energy is -13.54 eV. The calculation puts the HOMO-LUMO gap at 7.67 eV.

The geometry in XYZ format:
```
36
Properties=species:S:1:pos:R:3:forces:R:3
H 0.81087 -1.03924 0.10379 0.4 -0.6 0.3
O -0.08154 1.59937 -1.70872 0.0 0.3 0.0
H 4.82215 -1.39492 1.62289 -0.6 0.7 0.2
N -2.91124 -3.58003 -2.94502 1.2 1.0 0.5
H -2.49323 -3.56805 -0.24959 0.0 0.3 -0.8
O -2.70871 -2.12108 2.17651 1.4 0.4 -0.7
O -0.60559 2.77633 2.05532 -0.1 0.7 0.3
C 3.94629 0.65984 1.56638 -1.4 -0.4 -0.1
Zr 0.01445 2.02249 0.16242 0.6 1.4 -0.6
C 2.87516 -1.40227 0.83339 -1.1 -0.9 0.4
C 2.79118 1.39763 1.04748 -0.8 -2.5 -0.3
O -0.35320 4.24689 0.21943 -0.1 -0.9 1.6
H 2.84435 -2.51081 0.82634 -0.1 1.0 -0.4
N 1.63241 0.68904 0.60299 2.9 -0.5 0.4
O -3.13688 -4.61141 -2.37380 -0.2 -0.3 0.3
O -1.31088 0.68281 0.35941 -0.6 -1.1 0.1
Cl -0.55266 4.26883 1.76211 -0.5 0.2 -1.3
O -1.76846 4.86783 2.08365 -0.1 -0.1 0.0
O -1.56201 1.70689 -3.35984 -0.1 -1.1 0.8
Se 4.19453 3.06299 2.12990 0.3 0.8 -0.1
N -1.71230 -1.81264 1.53632 -1.9 -0.7 -0.4
N 2.74394 2.68390 1.11670 0.4 0.2 0.9
C -1.84549 -1.61724 0.07823 -0.1 0.5 -0.3
C -2.30644 -2.44330 -2.11650 -1.1 -0.9 -0.3
C -1.55667 -0.38057 -0.46029 0.0 1.0 -0.1
C -2.03239 -1.23512 -2.68729 0.6 1.4 1.0
C -1.14640 1.10788 -2.40525 0.1 1.1 -1.5
O -0.58236 -1.68835 1.93254 0.7 0.2 0.9
O 0.57730 4.81258 2.36225 0.6 0.3 0.4
C -1.58281 -0.18906 -1.84375 -0.7 -1.2 -0.3
C 3.92433 -0.78657 1.38928 2.3 0.6 0.4
C -2.22524 -2.62743 -0.75993 -0.3 -1.6 1.6
N 4.79029 1.40468 2.25131 -0.4 0.1 -0.7
H -2.17715 -0.99891 -3.71065 0.0 -0.2 -0.9
O -3.04534 -3.35137 -4.11519 -0.2 0.1 -0.5
C 1.72976 -0.63163 0.51717 -1.0 0.8 -0.8
```
Positions in Å, forces in eV/Å.

Here are the natural (NBO) charges for atoms 1 to 6, given in e:
1. H 0.24
2. O -0.82
3. H 0.26
4. N 0.55
5. H 0.28
6. O -0.30

=====

Record 4
Molecular formula: C12H6ClN4O5S
Method: DFT, ωB97M-V with the def2-TZVPD basis set

As for the net charge: -1. As for the total energy: -52091.177 eV. As for the SMILES: O=[N+]([O-])C1=CC(=[N+]([O-])[O-])[C@H](Sc2cccc(Cl)c2)c2nonc21. Its highest occupied orbital energy is -4.63 eV. The calculation puts the HOMO-LUMO gap at 7.10 eV.

The geometry in XYZ format:
```
29
Properties=species:S:1:pos:R:3:forces:R:3
C -0.15916 -1.94500 1.59813 0.1 0.3 0.1
O -0.37634 -1.56966 8.04701 0.3 1.1 -0.3
O -4.16211 -2.17006 5.09670 0.0 1.4 -0.3
C -2.05202 -0.67812 6.13966 0.3 0.3 -0.4
C -0.81197 1.43493 6.04854 1.7 1.8 1.7
H -2.28722 -1.72808 2.01904 0.4 0.1 0.0
C 1.07332 -1.28589 1.51075 -0.3 0.1 0.0
S -2.73035 1.01338 2.52610 -0.5 0.3 0.3
N -0.11743 -0.41577 7.64009 -0.2 -0.2 -0.1
H 1.99592 -1.83872 1.34222 -0.2 0.2 -0.1
O -4.95976 -0.34487 4.16352 1.2 -0.8 0.8
H -0.02758 1.91691 1.98601 0.0 -0.1 0.1
O 0.85402 0.23674 8.06736 -1.4 -0.5 -0.8
N -4.05596 -0.96464 4.77681 -0.5 -0.5 -0.1
H -2.24190 -1.64504 6.60713 0.1 0.4 -0.1
H -0.21837 -3.01406 1.40539 0.1 0.2 0.2
H -3.64033 1.67088 4.59447 0.7 -0.3 -0.4
C 1.10652 0.10606 1.63114 -1.0 -0.5 0.2
C -1.54940 1.86550 4.91864 0.1 2.2 0.1
C -1.31265 -1.23703 1.93218 0.0 0.1 0.1
C -2.70967 1.08125 4.38932 -0.8 0.1 -0.1
C -0.05147 0.83419 1.92726 0.0 -0.5 0.1
O -0.37097 3.51590 5.68271 -0.5 -0.7 -1.0
C -1.25654 0.14637 2.15309 0.9 -0.3 -0.5
N -1.27388 3.15559 4.64450 0.6 -2.2 2.3
C -1.00090 0.12931 6.60634 0.7 -1.2 1.0
Cl 2.58931 0.94318 1.41210 0.5 0.2 -0.1
N -0.07604 2.47344 6.55059 -2.0 -1.4 -2.3
C -2.85788 -0.25648 5.10167 -0.3 0.5 -0.4
```
Positions in Å, forces in eV/Å.

Here are the natural (NBO) charges for atoms 1 to 6, given in e:
1. C -0.20
2. O -0.47
3. O -0.45
4. C -0.08
5. C 0.13
6. H 0.24